Record 1
Molecular formula: C55H44CoN4O7P2S
Method: DFT, wB97M-V/def2-TZVPD

Values from the calculation:
gap between HOMO and LUMO (alpha / beta)	6.664 / 6.287	eV
multiplicity	5
net charge	+1
⟨S²⟩	6.052
HOMO level (alpha / beta)	-10.21 / -10.24	eV
M	1025.9	g mol⁻¹

CARTESIAN COORDINATES (ANGSTROEM)
C 1.00027 -1.63832 -2.32545
C 0.02378 3.49977 4.64748
H -3.00647 2.27409 -4.94052
H 4.70998 2.68191 -2.42805
C 3.49756 -1.22154 1.49547
C 1.40411 0.42114 -6.59013
H -0.24601 4.40977 5.16803
C -5.14232 -2.67748 1.68286
H -6.60874 -1.21535 1.13351
C 4.88316 -0.10957 3.62810
C 3.50381 0.02292 3.55587
C 3.01783 5.31026 -1.05603
C -0.64480 -2.61275 3.05111
H 0.97230 -3.25453 6.49025
C 3.97605 3.22402 -1.84510
C -2.69340 1.87466 1.38191
H 2.96751 -1.63716 0.64442
C 2.35785 -5.07847 -2.50439
C 2.09403 -3.57884 -5.16094
H 3.01529 -3.13343 -5.53787
C 4.87784 -1.34406 1.56505
N 1.59964 1.00884 -0.01344
O 3.24942 0.17569 -1.44982
C 1.01150 -2.06726 4.71470
H 3.01964 6.39228 -1.06647
C 0.59916 3.56460 3.42855
C -3.25811 -0.76019 0.92962
H 0.79378 4.51296 2.94156
C 1.01233 2.34734 2.68340
C 1.41570 -2.82343 -1.67765
H 1.86813 -1.48801 5.03602
C -2.64028 1.73268 2.76598
C 3.02235 2.56214 -1.11303
H -1.22400 -1.28405 -4.32090
C -1.70519 2.09659 -1.82594
P 0.97672 -0.46871 2.37533
C 2.80025 -0.54298 2.49199
H -3.46146 -3.95286 2.08616
H 3.33000 -5.20834 -2.98091
C -3.58079 0.85606 -3.43656
N -2.15830 -2.55519 -1.88734
C -3.99868 3.88412 1.68378
H -3.45683 3.08636 -0.22509
H -1.94283 -4.25694 3.52305
H -4.94504 0.49041 0.50262
O -1.59735 -1.81653 -0.98260
C 0.62644 1.04037 3.33797
O 0.43802 2.45837 1.29877
C -3.92058 3.74418 3.06030
C 0.85234 -0.96496 -4.71870
O -1.46145 -3.01571 -2.78704
C 1.85494 -3.68543 -2.64995
H 1.28852 -3.36759 -5.86186
H -2.15184 0.86682 3.19428
C -2.44239 1.02115 -1.32779
C 3.96259 4.62054 -1.80688
H -3.17821 2.54245 4.67552
H -0.26098 1.20456 -7.68841
H -3.94770 -0.44676 -1.77156
C 0.42564 -1.81880 3.46986
H -0.25900 0.11623 5.02449
C -0.89848 0.00038 -6.02786
C -0.50068 -0.78896 -4.95898
C -2.86153 -2.01148 1.41401
H 5.40892 -1.85914 0.77461
C -1.14105 -3.61990 3.87035
H -0.96633 -4.60953 5.75507
C 2.07194 4.62710 -0.29414
H 2.97808 0.57838 4.32465
C -3.38098 0.39913 -2.13906
H 2.45229 -5.31781 -1.44856
O -1.05507 -3.90756 0.86696
N 1.26066 -1.80752 -3.64541
C 1.81037 -0.35644 -5.51685
O -3.37969 -2.66749 -1.85359
H 2.21887 -4.65387 -5.08674
C -1.90867 2.55260 -3.11678
C 0.02303 1.05267 4.56064
H -5.87483 -3.42971 1.94571
H -1.32795 3.38361 -3.49847
C -2.84849 1.92729 -3.92686
C 1.30054 2.21588 0.33200
H 4.70242 5.17352 -2.37039
H -4.55305 4.70720 1.25068
H 5.42293 0.32792 4.45884
C -5.55270 -1.43465 1.22779
C 2.70841 1.10716 -0.94880
H -4.31546 0.36805 -4.06579
C 0.05012 0.59868 -6.84700
P -2.03348 0.48990 0.36165
H 6.64658 -0.89503 2.69286
H -4.40087 4.46631 3.70851
H 2.86257 -0.48499 -5.29152
C -3.79031 -2.96938 1.77802
H -0.98026 2.58889 -1.18342
C -0.58003 -3.82619 5.11599
H 2.14310 0.88604 -7.23046
C 2.10119 3.24968 -0.33971
C -3.38215 2.96023 0.84641
C -3.23591 2.66340 3.60041
H 1.30509 -3.05084 -0.62853
O 0.49163 -0.55745 -1.89372
Co 0.19057 -0.50832 0.08021
S -1.12888 -2.49897 1.30820
H 1.65786 -5.78706 -2.95063
N 1.75724 -3.07875 -3.84624
H -1.95387 0.13172 -6.22823
C 5.57022 -0.79530 2.63486
C 0.50711 -3.06120 5.53191
C -4.61757 -0.47616 0.86617
H 1.33659 5.15108 0.30411
H -0.68119 2.20713 6.24033
H 2.10333 2.37204 2.54906
C -0.24786 2.24965 5.25013

Record 2
Molecular formula: C44H59F2N2O31
Method: DFT, wB97M-V/def2-TZVPD

Values from the calculation:
gap between HOMO and LUMO	9.351	eV
net charge	+1
HOMO level	-11.65	eV
M	1149.9	g mol⁻¹

CARTESIAN COORDINATES (ANGSTROEM)
C -4.20457 -2.39260 2.75818
H 3.48738 3.93316 -12.53204
H 0.22000 -1.25628 -6.15315
H -0.36752 -2.99950 4.84659
C 0.76506 5.52878 2.97947
O -8.15237 -3.24618 5.82789
C -9.42565 -3.12665 5.18289
H -6.22528 -2.51810 2.08839
O -7.73194 -2.53112 3.75335
C 3.67697 3.27101 -10.46985
O 1.79152 -1.28183 -8.95327
C -4.39263 4.74629 5.75500
H -2.41163 -3.25070 10.07835
N 0.37972 -3.68517 3.03566
C 2.47007 7.50140 -5.00183
H 3.05816 4.11872 -10.16841
C 5.83594 3.92407 -10.45982
H -2.58001 5.54088 6.65547
H 4.40142 2.42679 -12.33742
H -9.71841 -2.49142 3.12059
H -4.29666 -1.42386 3.22918
C -7.21317 -2.76300 4.98846
O -0.56533 4.54499 4.57508
O -5.41663 4.04146 6.45894
O -5.85234 3.74790 8.65125
C -0.03200 5.69699 5.07898
O 3.26283 -6.70524 0.40248
O 0.23793 -2.34051 6.90636
C 4.17600 3.39459 -11.88624
O 4.89356 3.29033 -9.70631
H 1.19038 6.98676 -3.31955
H -0.66809 -1.60571 -7.64675
H -1.25182 -4.35287 4.22040
H 1.43812 -6.78972 -1.73825
H 2.31414 -1.98544 -7.08258
O 0.64234 -3.90277 -2.85708
H 2.41370 -3.76707 1.63146
O 5.58954 6.74231 -4.11606
C -9.04744 -3.10058 3.72085
C 5.46593 5.34138 -7.20803
H -1.39163 -5.14662 8.98224
H 1.30590 -1.83434 3.59782
H -1.31960 4.96879 2.70267
H -5.87812 -4.66519 1.01011
O -1.16862 -2.36437 8.65732
H 0.70745 6.10876 2.06193
C -3.01971 -3.08168 2.72027
O 0.65031 6.37319 4.12571
H 3.76863 -1.24651 2.68465
C 5.81272 6.23354 -5.16853
F 2.45296 -2.01511 0.70503
C 2.07955 7.58027 -3.54777
H -2.00079 0.16723 3.82338
O 4.86652 5.62280 -5.93413
O -3.87176 4.59146 7.98396
H 1.22270 -3.04690 -7.99193
C -0.40127 4.58620 3.15355
H 7.54254 5.64732 -7.70617
C 1.64392 -7.55356 -0.98725
C -3.22672 4.66958 6.71055
O 0.46333 -3.88005 -5.10492
H -4.72426 5.77172 5.57966
H 5.21392 6.14763 -7.90062
H -0.20248 3.59310 2.76262
O 1.56763 0.88311 -9.53870
H 7.25656 4.30649 -6.58325
H 0.57969 -0.72556 1.40165
O 0.95673 10.53354 -4.78748
C 1.11069 -2.41762 2.69759
C -1.20467 0.07660 3.08506
C -1.79659 -2.42268 3.37924
C 2.06094 -6.53741 0.97268
H -8.98831 -4.09951 3.28452
H 3.38241 -8.65378 -0.27135
H -2.18613 -1.88947 4.24762
C 1.42923 9.46144 -4.60549
O -0.15120 6.05667 6.20219
C -2.89206 -4.30999 2.12678
O 1.87442 -5.93387 1.99399
H 3.52866 7.69654 -5.15609
H 3.62256 -2.73032 -2.53397
H 4.52238 -2.74133 2.14489
H -4.18515 4.27470 4.79642
C -1.97692 -4.48773 8.33954
C -1.21465 -1.33469 2.41469
H -1.94322 -4.83808 2.11674
H 1.72808 5.01559 3.01414
O 5.39638 4.12318 -11.72060
H -9.90068 -2.20081 5.51060
O 2.26575 -2.98723 -4.09370
H 1.06111 -4.27853 3.51684
C 3.66643 -2.33235 2.68168
O 1.70886 8.56502 -5.58572
H 2.26295 -4.57692 -1.77982
H 1.20485 -8.49244 -1.31195
H -1.92747 -1.25375 1.59080
H 5.10661 4.40042 -7.61172
C -5.11882 4.09425 7.78689
H -3.20264 -2.70515 8.58886
F -2.75226 1.23784 1.70304
H -2.62325 3.77157 6.56448
C 2.41377 -2.71262 1.91205
H -10.06896 -3.96430 5.43887
O -0.60054 1.65886 1.35333
O 7.03007 6.18400 -5.75886
C 1.06432 -3.61654 -4.11735
C -0.77486 -3.41891 3.92903
O 1.08556 -7.13105 0.26684
O 1.76335 8.96426 -3.38514
C -5.03536 -4.21308 1.52997
H -2.85922 -5.02100 7.99553
O 6.90734 4.25809 -10.05954
C 6.92314 5.30126 -6.88415
H 3.63354 -2.74788 3.68938
O 0.51624 0.07786 -7.72127
H 2.24673 -1.61323 -2.55540
C 2.55807 -2.64342 -2.73605
C 1.72740 -3.64203 -1.96565
H 2.21506 6.54753 -5.45657
N -3.91211 -4.89903 1.51492
C -0.61851 -2.87545 7.54472
H -0.24407 0.26354 3.56499
O -6.07811 -2.56487 5.28408
H 2.88589 7.28380 -2.88102
C 1.31674 -0.02179 -8.80922
C -1.44352 1.07117 1.97998
H 3.12491 2.35173 -10.29643
C 0.14831 -1.65607 1.76251
C 3.11314 -7.66957 -0.65506
C -2.30537 -3.17003 9.00019
H -0.03453 -2.33957 0.92537
H 1.36686 -3.24525 -1.02103
C 1.46204 -2.01223 -7.76422
C 0.27777 -1.24622 -7.23789
H 0.09322 -4.18463 2.19149
C -5.26518 -2.99733 2.12646
H 3.75932 -7.42928 -1.49503
O -1.16018 -4.07730 7.23152

Record 3
Molecular formula: CH7IN3
Method: DFT, wB97M-V/def2-TZVPD

Values from the calculation:
gap between HOMO and LUMO	9.413	eV
net charge	+1
HOMO level	-14.14	eV
M	188.0	g mol⁻¹

CARTESIAN COORDINATES (ANGSTROEM)
H -1.12965 -1.58915 0.43110
N -0.07289 1.00097 0.58203
H 0.29830 1.29105 -1.33100
N -0.12614 1.73863 -0.55074
I 2.68645 -0.07429 -0.06660
C 0.72010 -0.00873 0.73795
H 0.65052 -0.73689 1.49239
N -0.64799 -1.49370 -0.41841
H -0.08894 2.74187 -0.34144
H -1.32315 -1.55992 -1.10609
H -0.02386 -2.23104 -0.54311
H -0.94275 0.92120 1.11391

Record 4
Molecular formula: C6H8FN
Method: DFT, wB97M-V/def2-TZVPD

Values from the calculation:
gap between HOMO and LUMO	9.982	eV
HOMO level	-8.98	eV
M	113.1	g mol⁻¹
structure (SMILES)	C#C[C@@]1(NC)C[C@H]1F

CARTESIAN COORDINATES (ANGSTROEM)
H 0.92372 -1.12433 -1.26979
H 2.24370 -0.52734 0.82142
H -1.27193 -1.79631 -1.11944
H 1.94666 1.11265 0.35249
C -1.44611 -0.95189 -0.41934
H 0.04673 -1.87660 0.95097
C -0.75464 1.40110 0.04492
H -1.52624 3.54658 0.01386
F -2.71596 -0.50351 -0.44699
H 3.02579 0.07403 -0.69391
C -0.70873 -1.04857 0.95135
C -0.30715 -0.00921 -0.16391
H -1.20309 -0.71351 1.92702
N 0.89609 -0.17882 -0.85217
C -1.23448 2.51704 -0.04453
C 2.08563 0.07870 -0.05196

Record 5
Molecular formula: C20H23BaNO5S
Method: DFT, wB97M-V/def2-TZVPD

Values from the calculation:
gap between HOMO and LUMO	7.597	eV
HOMO level	-7.57	eV
M	526.8	g mol⁻¹

CARTESIAN COORDINATES (ANGSTROEM)
C 0.62170 -3.40142 -0.57493
C 3.26695 3.45362 0.40204
C -3.72044 -4.99676 0.20517
H 0.16154 6.86715 -0.17170
O -2.45483 1.41327 -0.77214
C -3.17988 -2.86635 1.44264
C -3.58821 -3.49951 0.27513
O -4.55749 1.56654 0.46805
C 1.48408 5.20125 0.09766
C -3.33714 -0.72228 0.38583
C 0.43965 -1.99146 -0.19553
H 4.32902 7.90652 -0.07965
H 4.90056 5.55736 0.23714
N 0.29086 -0.89289 0.09876
H -4.19668 -3.18751 -1.76090
H 2.22145 -4.64796 -1.28378
H -1.35642 -3.50827 -1.47182
Ba -0.13988 1.97237 0.36007
C 4.73548 3.11582 0.55845
H -3.97519 -0.72963 -1.66083
C 2.08412 -3.60751 -0.98756
C 2.86658 4.83097 0.21548
H 2.35099 -2.97075 -1.83071
H -0.07168 -3.09109 -2.61707
S -3.22144 1.05212 0.43124
C -0.32044 -3.70195 -1.74934
H -0.77028 -4.13098 0.92563
C -3.05119 -1.48377 1.50387
H 0.91089 -4.05256 1.48426
O 2.47271 2.49867 0.44573
H -2.72938 -0.99511 2.41330
C 1.20363 6.58781 -0.08401
C 2.19708 7.52309 -0.14554
H 2.76165 -3.39202 -0.16134
O -2.39106 1.34340 1.62150
C -3.75338 -1.33435 -0.79091
H -0.21802 -4.75285 -2.02314
H 5.17553 3.64777 1.40223
H -3.41605 -5.46527 1.14067
C -3.87397 -2.71189 -0.84121
H 1.93670 8.56589 -0.28571
H -3.10448 -5.40939 -0.59733
H 0.41153 -5.32466 0.35925
H -4.75155 -5.29099 0.00308
H 4.82392 2.04482 0.71818
H -2.96395 -3.46037 2.32384
C 0.26899 -4.27853 0.63280
H 5.29623 3.39498 -0.33453
O 0.52057 4.36034 0.14930
C 3.55115 7.15735 -0.02959
C 3.85946 5.83699 0.14795

Record 6
Molecular formula: C27H20N2S4SeTc
Method: DFT, wB97M-V/def2-TZVPD

Values from the calculation:
gap between HOMO and LUMO	6.340	eV
net charge	+1
HOMO level	-10.10	eV
M	677.7	g mol⁻¹

CARTESIAN COORDINATES (ANGSTROEM)
H 1.11900 3.23912 -0.06780
Se -3.10642 -0.27180 -4.44011
H -3.47925 -5.75341 -0.01578
H 2.80100 -2.36643 -1.42217
H -1.49390 -2.56227 -2.05876
C -3.28431 2.62147 2.00944
C -1.90587 4.41889 0.39756
C -2.44562 2.14493 1.00976
H 3.21917 3.37158 -2.45397
C 3.01849 -2.55129 1.57279
H -2.81293 5.94936 1.59164
S -0.83606 2.39950 -1.16808
H 4.78765 -0.92637 3.94291
C -3.64635 -3.81469 0.88257
C 2.14277 -1.52156 1.22766
C 3.56865 0.00633 -2.41854
C -2.77038 -0.12508 -2.77504
C 3.98052 -2.33914 2.54149
S 0.91234 -1.83408 -0.01886
H 1.30704 -2.09218 -2.32909
C -2.11373 -0.58303 -0.42670
H 2.93362 -3.51474 1.08124
C -2.71573 4.88492 1.42483
C -3.21179 -4.70720 -0.08383
H -4.05381 4.34736 3.01366
H 4.81443 1.59201 -3.14953
H -3.81524 1.91890 2.64048
C 3.88081 1.33273 -2.66752
H -1.39479 5.11650 -0.25493
S -2.12142 0.38026 1.11151
C -3.31396 -2.46813 0.79680
C 2.18269 -0.28747 1.86460
H 0.97189 3.95606 -1.69961
C -3.41155 3.98751 2.22084
C 2.99484 2.32703 -2.28551
H 3.19898 0.86302 3.36033
C 1.81491 1.97674 -1.65664
C 2.36752 -0.29752 -1.81062
C -2.52983 -2.01257 -0.25483
C 0.88276 3.04287 -1.11522
H -2.10202 -4.94266 -1.90799
H 4.24671 -0.79019 -2.69404
N 1.50681 0.67414 -1.44918
N -2.50791 0.03324 -1.62169
C -1.75324 3.05510 0.20462
C -2.09848 -2.91448 -1.22785
H 4.66547 -3.13151 2.81172
C 1.94104 -1.70790 -1.52600
Tc -0.18787 0.25967 -0.35374
H -3.67892 -1.77950 1.54835
C 3.15618 -0.09169 2.84964
H -4.25904 -4.16027 1.70482
C 4.04368 -1.10046 3.17551
C -2.43877 -4.25226 -1.14550
S 1.03023 1.00061 1.51439

Record 7
Molecular formula: C6H10N2O
Method: DFT, wB97M-V/def2-TZVPD

Values from the calculation:
gap between HOMO and LUMO	10.468	eV
HOMO level	-9.56	eV
M	126.2	g mol⁻¹
structure (SMILES)	[H]/N=C/C[C@H]1CCNC1=O

CARTESIAN COORDINATES (ANGSTROEM)
H -2.25685 0.21073 2.59584
H 1.10789 1.17848 -2.85630
H 1.03930 1.81594 -0.51388
H -2.56580 -1.95280 2.29876
H -0.15783 -0.06551 -2.57954
C -0.26604 0.28967 1.56812
C -1.50935 -0.40114 2.07675
O 1.85222 -1.49907 0.48664
C 1.25628 -0.74420 -0.23690
C 0.17628 1.23429 -0.86716
H -0.81129 -0.57366 -0.33421
H -0.31896 1.35930 1.78853
H -0.69431 1.87830 -1.00012
C 0.66501 0.50365 -2.12199
C 0.00033 0.04627 0.08347
N -1.68238 -1.64486 1.89440
H 1.88424 -1.23008 -2.09246
H 0.58108 -0.13288 2.12481
N 1.66753 -0.40989 -1.54083